C23H52N2O12P3 | wB97M-V/def2-TZVPD

The geometry in XYZ format:
```
92
Properties=species:S:1:pos:R:3:forces:R:3:mulliken_charge:R:1
C -5.222 2.517 -2.031 0.54 0.08 0.26 -1.349
C -4.100 2.604 -0.996 0.86 -0.01 1.83 0.785
C -4.308 2.498 0.440 1.87 0.35 -1.44 -0.406
C -3.139 2.645 1.286 -2.05 -0.19 -1.92 -0.191
N -1.955 2.849 0.686 -0.56 0.00 2.20 0.311
N -1.683 2.938 -0.585 -0.72 0.11 -1.01 -0.634
C -2.700 2.823 -1.417 -1.67 -0.07 0.16 -0.156
H -4.781 2.118 -2.969 -0.55 0.22 0.50 0.364
H -5.617 3.541 -2.224 0.34 -0.61 0.08 0.398
H -6.080 1.893 -1.696 0.73 0.32 -0.17 0.329
H -5.313 2.314 0.853 0.75 0.15 -0.14 0.431
H -3.219 2.610 2.385 0.44 0.01 -0.73 0.413
H -1.154 2.941 1.322 -0.07 -0.04 -0.58 0.261
H -2.474 2.929 -2.500 -0.04 -0.15 0.96 0.422
O 1.224 -2.360 1.335 2.95 -1.37 2.03 -0.792
P 0.993 -1.779 2.702 -6.85 4.08 -1.70 1.123
O -0.549 -2.277 2.974 0.70 -0.15 0.18 -0.330
C -0.772 -3.655 3.273 -0.09 -0.31 0.22 -0.349
C -0.349 -3.995 4.691 0.11 0.04 0.03 -0.939
O 0.679 -0.219 2.247 0.75 0.09 0.26 -0.402
C 1.153 0.292 1.007 -0.25 0.01 -0.19 -0.439
C 0.056 0.228 -0.036 0.01 -0.22 -0.20 -0.741
O 1.092 -1.204 4.277 2.43 -2.51 -0.92 -0.284
C 2.417 -1.145 4.845 0.44 0.36 0.30 -0.442
C 3.290 -0.129 4.136 -0.05 -0.01 -0.15 -0.926
H -0.246 -4.285 2.549 -0.04 0.05 -0.04 0.287
H -1.841 -3.837 3.156 0.03 0.16 -0.08 0.326
H 0.736 -3.916 4.805 -0.02 -0.08 0.03 0.212
H -0.643 -5.014 4.947 0.02 0.02 -0.04 0.410
H -0.799 -3.304 5.405 -0.04 -0.04 -0.05 0.247
H 2.049 -0.232 0.677 -0.10 -0.08 -0.04 0.419
H 1.438 1.336 1.175 0.02 -0.03 0.14 0.371
H -0.343 -0.782 -0.141 0.21 -0.04 0.03 0.326
H 0.424 0.562 -1.009 -0.04 0.03 0.03 0.435
H -0.777 0.863 0.255 0.04 -0.10 0.02 -0.120
H 2.871 -2.139 4.809 0.00 0.02 0.12 0.318
H 2.304 -0.872 5.895 -0.21 -0.06 -0.08 0.360
H 3.488 -0.436 3.103 0.08 0.00 0.02 0.216
H 4.249 -0.020 4.643 -0.02 0.00 -0.04 0.492
H 2.798 0.843 4.095 0.04 -0.03 0.08 0.238
O -7.637 -3.201 -3.140 2.20 -3.23 -0.05 -0.775
P -6.485 -2.803 -4.019 -2.67 7.75 -1.62 1.058
O -5.941 -1.484 -3.193 0.31 -0.50 0.08 -0.267
C -5.243 -1.691 -1.972 0.23 -0.11 0.02 -0.180
C -3.829 -2.192 -2.218 0.05 -0.04 0.04 -0.984
O -7.332 -2.031 -5.201 0.39 -0.93 -0.17 -0.350
C -8.709 -2.326 -5.434 -0.40 0.26 0.07 -0.336
C -9.592 -1.305 -4.746 -0.01 0.18 0.10 -1.149
O -5.149 -2.712 -5.039 -0.23 -3.07 1.89 -0.278
C -4.737 -3.950 -5.652 0.13 -0.28 -0.51 -0.321
C -5.774 -4.473 -6.628 -0.17 0.06 0.06 -1.059
H -5.795 -2.387 -1.333 -0.04 0.06 0.01 0.302
H -5.205 -0.727 -1.458 -0.12 0.03 -0.07 0.125
H -3.840 -3.199 -2.641 0.05 0.01 0.06 0.259
H -3.262 -2.222 -1.286 -0.03 -0.04 -0.01 0.400
H -3.310 -1.549 -2.931 -0.04 0.01 0.04 0.236
H -8.953 -3.341 -5.121 0.04 0.06 0.13 0.366
H -8.871 -2.277 -6.513 0.19 0.03 0.01 0.372
H -9.370 -1.235 -3.680 -0.02 -0.21 -0.02 0.285
H -10.647 -1.559 -4.868 0.04 0.01 -0.01 0.374
H -9.423 -0.312 -5.168 -0.03 -0.07 -0.08 0.279
H -4.531 -4.689 -4.873 0.11 -0.01 -0.07 0.302
H -3.801 -3.752 -6.176 -0.04 0.17 0.13 0.364
H -6.692 -4.764 -6.108 0.02 -0.06 -0.03 0.303
H -5.396 -5.348 -7.158 0.01 0.02 0.05 0.422
H -6.043 -3.705 -7.354 0.08 -0.02 0.02 0.249
O 6.169 2.332 3.097 1.69 -3.56 -0.07 -0.769
P 7.298 2.563 2.128 -1.62 8.23 -1.64 1.214
O 8.017 3.862 2.825 0.14 -0.85 0.00 -0.372
C 8.778 3.659 4.014 0.30 0.00 0.19 -0.299
C 10.115 3.004 3.717 0.00 -0.10 -0.06 -0.942
O 6.449 3.358 0.957 0.10 -1.01 -0.24 -0.395
C 5.041 3.196 0.832 -0.23 0.30 0.07 -0.190
C 4.315 4.339 1.516 -0.01 0.18 0.10 -1.184
O 8.558 2.454 1.017 -0.52 -3.01 1.99 -0.296
C 8.800 1.149 0.459 0.09 -0.26 -0.47 -0.316
C 7.648 0.680 -0.410 -0.16 0.06 0.05 -0.988
H 8.204 3.062 4.729 -0.04 0.05 -0.01 0.240
H 8.942 4.641 4.458 -0.13 0.02 -0.12 0.342
H 9.979 1.978 3.363 0.05 -0.01 0.06 0.206
H 10.737 2.973 4.613 -0.04 -0.01 -0.01 0.412
H 10.646 3.547 2.934 -0.03 0.03 0.07 0.247
H 4.719 2.229 1.220 0.03 0.05 0.13 0.224
H 4.808 3.205 -0.236 0.16 0.01 -0.02 0.381
H 4.619 4.441 2.558 -0.03 -0.19 -0.02 0.311
H 3.232 4.189 1.478 0.02 0.01 -0.02 0.309
H 4.552 5.286 1.026 -0.04 -0.07 -0.05 0.314
H 8.988 0.438 1.269 0.11 -0.04 -0.08 0.299
H 9.710 1.219 -0.138 -0.01 0.17 0.12 0.361
H 6.745 0.515 0.188 0.01 -0.05 -0.02 0.232
H 7.898 -0.259 -0.907 0.01 0.02 0.05 0.423
H 7.403 1.428 -1.164 0.08 -0.02 0.02 0.243
```
Forces are in eV/Å.

**HOMO level**: -0.427 Ha
**E_tot**: -80103.5746 eV
**Orbital gap**: 6.89 eV
**F_max**: 8.55 eV/Å
**Charge**: +1

***

C23H52N5O6 | wB97M-V/def2-TZVPD

The geometry in XYZ format:
```
86
Properties=species:S:1:pos:R:3:forces:R:3:mulliken_charge:R:1
C -0.070 1.634 2.460 0.06 0.08 -0.22 -1.067
O -0.821 2.529 1.543 -0.02 -0.07 -0.02 -0.255
C -0.089 3.550 0.925 -0.02 0.02 -0.05 -0.771
C 0.885 3.042 -0.155 0.06 -0.10 0.16 1.724
C 0.116 2.850 -1.454 0.03 -0.04 -0.15 -1.743
C 2.139 3.896 -0.391 -0.04 0.19 -0.03 -1.646
C 3.357 3.735 0.542 -0.06 -0.12 0.03 1.091
C 3.237 4.389 1.918 -0.02 0.10 -0.08 -1.470
C 3.723 2.260 0.701 0.03 -0.08 0.01 -1.526
H 0.587 0.997 1.819 -0.02 0.03 0.05 0.041
H 0.649 2.295 2.998 -0.05 -0.01 0.07 0.261
H -0.826 4.209 0.434 0.07 0.05 0.04 0.355
H 0.437 4.165 1.669 0.06 -0.08 0.10 0.364
H 1.183 2.052 0.199 0.11 0.03 -0.02 -0.266
H -0.733 2.194 -1.267 -0.14 -0.01 -0.02 0.068
H -0.271 3.793 -1.854 0.07 0.00 0.04 0.387
H 0.732 2.401 -2.241 -0.02 -0.02 0.03 0.431
H 2.506 3.653 -1.397 -0.04 0.04 0.01 0.471
H 1.854 4.958 -0.433 0.00 -0.02 0.02 0.285
H 4.185 4.244 0.033 0.04 -0.08 -0.04 0.277
H 4.121 4.167 2.522 0.04 0.03 -0.05 0.390
H 2.362 4.029 2.454 -0.06 -0.07 0.05 0.188
H 3.165 5.477 1.825 -0.08 -0.03 0.03 0.332
H 3.731 1.741 -0.263 -0.01 0.03 0.01 0.399
H 4.709 2.140 1.157 -0.01 0.06 0.00 0.354
H 2.985 1.763 1.338 0.02 -0.03 -0.01 0.278
C -2.318 4.500 -4.684 -0.03 -0.06 0.09 0.098
O -1.234 3.997 -4.473 -0.05 0.06 -0.04 -0.544
N -3.476 4.118 -4.105 0.06 -0.06 0.09 0.192
C -4.732 4.731 -4.454 -0.03 0.11 -0.01 -0.947
C -3.455 3.103 -3.053 0.07 0.05 -0.08 -0.861
H -2.452 5.349 -5.380 -0.01 -0.05 -0.08 0.238
H -5.191 5.226 -3.593 0.02 -0.01 0.02 0.333
H -5.441 3.994 -4.838 0.01 -0.02 -0.01 0.315
H -4.562 5.479 -5.229 -0.03 0.00 0.01 0.307
H -2.875 3.452 -2.198 -0.02 -0.02 0.02 0.174
H -3.004 2.178 -3.404 0.02 0.00 -0.05 0.229
H -4.473 2.892 -2.741 0.00 -0.02 0.02 0.467
C 5.481 1.978 3.892 -0.02 0.01 -0.07 0.109
O 6.292 2.837 3.592 0.01 -0.01 0.04 -0.645
N 5.761 0.660 3.920 0.03 0.00 0.05 0.216
C 4.772 -0.335 4.284 -0.08 0.03 -0.08 -1.009
C 7.090 0.238 3.532 0.01 -0.05 0.00 -0.929
H 4.435 2.203 4.153 0.01 0.04 0.03 0.335
H 5.108 -0.938 5.130 0.00 0.01 0.00 0.385
H 4.554 -1.006 3.453 0.02 0.01 0.00 0.342
H 3.843 0.161 4.559 -0.01 -0.03 -0.01 0.299
H 7.849 0.673 4.184 -0.02 0.01 0.02 0.290
H 7.317 0.551 2.511 -0.02 0.01 -0.01 0.293
H 7.140 -0.848 3.595 0.02 0.01 -0.01 0.321
C 3.049 -3.846 3.497 -0.08 0.07 -0.06 0.096
O 3.204 -3.058 4.405 0.08 -0.07 0.08 -0.569
N 3.935 -4.821 3.182 0.04 0.00 0.05 0.124
C 3.715 -5.733 2.086 -0.04 0.00 -0.04 -0.918
C 5.141 -4.928 3.980 0.02 -0.04 -0.03 -0.819
H 2.166 -3.829 2.838 -0.01 0.01 0.01 0.317
H 3.672 -6.769 2.429 0.00 0.01 0.03 0.329
H 4.504 -5.652 1.333 0.01 0.02 0.01 0.338
H 2.766 -5.491 1.610 0.01 -0.02 -0.01 0.286
H 4.903 -5.113 5.027 -0.02 -0.01 0.00 0.288
H 5.724 -4.007 3.933 -0.01 0.01 -0.02 0.168
H 5.741 -5.751 3.595 0.01 0.01 0.02 0.378
C -4.075 -0.843 -1.863 0.10 -0.01 0.28 0.059
O -4.311 0.346 -1.737 -0.09 -0.06 -0.21 -0.590
N -2.961 -1.452 -1.419 -0.12 0.08 -0.11 0.252
C -2.771 -2.877 -1.561 -0.04 0.06 0.01 -0.674
C -1.939 -0.640 -0.772 0.05 -0.01 0.15 -0.827
H -4.783 -1.544 -2.343 -0.01 0.01 -0.04 0.263
H -2.655 -3.358 -0.587 0.01 0.02 0.01 0.334
H -1.889 -3.105 -2.163 0.01 0.02 -0.01 0.334
H -3.641 -3.310 -2.049 0.07 -0.06 -0.02 0.010
H -2.333 -0.125 0.105 0.05 -0.01 0.02 0.339
H -1.560 0.116 -1.455 0.03 0.04 -0.07 0.110
H -1.121 -1.291 -0.469 0.00 0.05 0.05 0.381
C -5.840 -5.113 -2.087 0.06 0.05 0.02 0.162
O -4.745 -5.422 -2.513 -0.07 -0.07 -0.02 -0.602
N -6.953 -5.035 -2.845 -0.01 -0.04 -0.05 0.101
C -8.231 -4.641 -2.297 0.01 0.02 0.04 -0.912
C -6.841 -5.342 -4.260 -0.04 0.02 -0.01 -0.937
H -6.016 -4.853 -1.030 0.00 -0.01 0.01 0.289
H -8.977 -5.430 -2.422 0.01 -0.02 -0.01 0.340
H -8.604 -3.733 -2.774 0.02 0.01 -0.01 0.340
H -8.116 -4.444 -1.233 -0.02 0.01 0.00 0.294
H -6.492 -6.363 -4.410 0.00 -0.01 0.02 0.288
H -6.131 -4.674 -4.748 0.00 0.01 0.01 0.279
H -7.820 -5.223 -4.719 0.01 -0.01 -0.02 0.390
```
Forces are in eV/Å.

**HOMO level**: -0.049 Ha
**E_tot**: -44427.8682 eV
**Orbital gap**: 3.22 eV
**F_max**: 0.30 eV/Å
**Charge**: -1